Record 1
The following is a DFT calculation (ωB97M-V with the def2-TZVPD basis set) of a structure of composition H22O11 at a distorted geometry.

Calculated values
net charge = 0
E_HOMO = -9.125 eV
energy above the lowest of the compared OMol25 structures with the same formula, charge and spin = 1774.2 kJ/mol

Last column: natural (NBO) charge in e.
Atoms and positions in Å:
O -21.15 -10.45 -16.99  -0.800
H -20.82 -11.33 -17.18  0.549
H -21.14 -10.39 -16.04  0.492
O -22.62 -10.50 -18.33  -1.018
H -21.92 -10.50 -17.68  0.416
H -22.89 -11.41 -18.40  0.437
O -18.78 -7.10 -17.67  -0.901
H -19.27 -6.68 -18.38  0.501
H -19.36 -7.80 -17.36  0.428
O -19.91 -8.60 -17.07  -0.917
H -20.64 -9.21 -17.16  0.509
H -19.24 -9.09 -16.59  0.462
O -18.48 -9.30 -15.58  -0.872
H -17.76 -9.64 -15.05  0.536
H -18.80 -8.54 -15.08  0.493
O -21.50 -8.08 -18.27  -1.010
H -22.35 -8.48 -18.47  0.473
H -21.62 -7.70 -17.40  0.431
O -19.00 -11.32 -15.64  -0.961
H -19.66 -11.60 -15.00  0.432
H -19.16 -10.38 -15.76  0.447
O -19.13 -6.05 -15.91  -0.952
H -19.38 -6.63 -16.63  0.447
H -18.80 -6.64 -15.22  0.409
O -22.17 -7.54 -16.45  -0.868
H -22.99 -7.38 -15.98  0.507
H -21.59 -7.93 -15.79  0.481
O -17.86 -10.27 -18.00  -1.016
H -17.08 -10.80 -17.83  0.443
H -17.64 -9.40 -17.65  0.431
O -17.14 -8.39 -17.40  -0.945
H -17.91 -7.87 -17.61  0.451
H -16.40 -7.88 -17.74  0.484

---

Record 2
The following is a DFT calculation (ωB97M-V with the def2-TZVPD basis set) of a cluster of 9 separate species, C30H51Br16FN2O5S3 in total at a distorted geometry.

Calculated values
net charge = 0
SMILES = C[C@H](F)[C@@]1(C[C@@H]2CO2)OS(=O)(=O)O[C@@H]1CCCSC(=S)n1ccnc1.BrCCBr.BrCCBr.BrCCBr.BrCCBr.BrCCBr.BrCCBr.BrCCBr.BrCCBr
E_HOMO = -8.744 eV

Last column: Mulliken charge in e.
Atoms and positions in Å:
C -0.16 0.40 1.57  -0.944
C -1.74 0.19 1.59  0.104
F -2.35 1.06 2.56  -0.421
C -2.21 -1.36 1.72  1.653
C -2.32 -1.80 3.24  -1.016
C -3.84 -2.55 3.51  0.092
C -4.24 -2.72 5.13  -0.614
O -3.79 -3.91 4.16  -0.324
O -3.37 -1.37 0.84  -0.448
S -3.05 -1.82 -0.75  1.137
O -3.96 -2.96 -1.04  -0.621
O -3.22 -0.62 -1.63  -0.509
O -1.41 -2.16 -0.49  -0.349
C -1.21 -2.40 0.96  -0.279
C -1.51 -3.97 1.08  -0.529
C -0.16 -4.72 0.54  -0.826
C 0.91 -4.79 1.75  0.060
S 1.52 -6.54 1.89  -0.094
C 1.66 -6.90 3.73  0.254
S 0.40 -7.80 4.40  -0.313
N 2.83 -6.44 4.52  0.134
C 3.95 -5.62 4.04  -0.117
C 4.82 -5.55 5.32  -0.374
N 4.18 -6.26 6.43  -0.571
C 2.95 -6.82 5.93  -0.085
H 0.37 -0.19 0.72  0.101
H 0.36 0.17 2.58  0.262
H 0.05 1.50 1.35  0.306
H -2.13 0.53 0.55  0.179
H -2.24 -0.97 4.01  0.479
H -1.60 -2.64 3.55  0.254
H -4.74 -2.29 2.75  0.284
H -3.46 -2.46 5.92  0.244
H -5.23 -3.25 5.36  0.304
H -0.11 -2.30 1.23  0.049
H -2.34 -4.34 0.37  0.317
H -1.74 -4.33 2.14  0.187
H 0.32 -4.06 -0.29  0.277
H -0.39 -5.73 0.05  0.538
H 1.82 -4.11 1.59  -0.132
H 0.38 -4.48 2.72  0.195
H 4.10 -5.18 3.00  0.364
H 5.81 -5.02 5.39  0.330
H 2.21 -7.42 6.55  0.304
Br -1.87 4.65 1.15  -0.123
C -3.67 3.94 1.36  -0.227
C -4.47 4.09 0.09  -0.574
Br -5.08 5.92 -0.14  -0.175
H -4.11 4.44 2.22  0.415
H -3.53 2.88 1.61  -0.026
H -5.38 3.49 0.14  0.417
H -3.91 3.82 -0.80  0.352
Br 2.73 -1.74 2.90  -0.145
C 3.72 -0.45 1.82  -0.490
C 4.30 -1.10 0.59  -0.034
Br 5.89 -2.15 1.03  -0.118
H 4.48 -0.01 2.47  0.494
H 2.99 0.31 1.55  0.242
H 4.65 -0.35 -0.12  -0.282
H 3.61 -1.77 0.08  0.335
Br 0.56 8.52 -2.74  -0.170
C -1.35 8.13 -2.79  -0.301
C -1.70 6.97 -1.90  -0.004
Br -1.20 5.27 -2.72  -0.137
H -1.61 7.97 -3.84  0.395
H -1.84 9.04 -2.44  -0.055
H -2.78 6.90 -1.75  -0.173
H -1.21 7.01 -0.93  0.410
Br 7.46 1.15 -4.12  -0.089
C 5.67 1.10 -3.35  -0.652
C 5.50 2.16 -2.29  -0.260
Br 6.37 1.66 -0.62  -0.148
H 5.52 0.09 -2.97  0.476
H 5.00 1.27 -4.18  0.076
H 4.44 2.28 -2.04  0.108
H 5.91 3.13 -2.59  0.421
Br -0.14 0.11 -2.16  0.079
C 0.85 1.39 -3.25  -0.469
C 1.42 0.74 -4.48  -0.607
Br 3.00 -0.32 -4.04  -0.117
H 1.61 1.84 -2.60  0.199
H 0.12 2.16 -3.52  0.220
H 1.77 1.49 -5.19  0.389
H 0.72 0.07 -4.98  0.390
Br 5.33 3.61 -5.66  -0.072
C 6.33 4.89 -6.73  -0.579
C 6.91 4.24 -7.96  -0.574
Br 8.49 3.18 -7.52  -0.123
H 7.09 5.34 -6.08  0.366
H 5.60 5.66 -7.01  0.326
H 7.26 5.00 -8.67  0.337
H 6.21 3.58 -8.47  0.366
Br -3.92 10.43 -2.47  -0.104
C -5.60 9.81 -3.23  -0.571
C -5.69 8.31 -3.20  -0.294
Br -4.62 7.50 -4.61  -0.121
H -5.67 10.23 -4.23  0.395
H -6.38 10.26 -2.60  0.348
H -6.72 7.98 -3.39  0.372
H -5.36 7.87 -2.25  -0.020
Br -3.21 -8.73 1.46  -0.130
C -3.11 -9.11 3.37  -0.171
C -4.35 -8.65 4.09  -0.578
Br -4.33 -6.72 4.34  -0.036
H -2.19 -8.65 3.74  -0.059
H -3.01 -10.20 3.43  0.352
H -4.39 -9.07 5.09  0.321
H -5.27 -8.89 3.56  0.366

---

Record 3
The following is a DFT calculation (ωB97M-V with the def2-TZVPD basis set) of a cluster of 3 separate species, C29H42IN3O4 in total at a distorted geometry.

Calculated values
net charge = 0
SMILES = CCCCc1cccc2c1C(=O)c1c(ccc(N=C(C)C)c1I)C2=O.COC[C@@H](C)N.COC[C@@H](C)N
E_HOMO = -7.836 eV
energy above the lowest of the compared OMol25 structures with the same formula, charge and spin = 705.6 kJ/mol

Last column: Mulliken charge in e.
Atoms and positions in Å:
C 0.03 6.54 0.49  -0.774
C 1.53 6.30 -0.07  -0.848
C 1.49 4.97 -0.97  -0.086
C 0.78 5.32 -2.38  -0.780
C -0.45 4.38 -2.74  0.379
C -1.85 4.98 -3.16  -0.728
C -3.09 4.10 -3.49  -0.471
C -2.99 2.53 -3.41  -0.503
C -1.64 1.90 -3.01  0.152
C -0.39 2.81 -2.68  0.616
C 0.94 2.02 -2.22  0.132
O 2.09 2.39 -2.58  -0.486
C 0.66 0.77 -1.24  0.837
C -0.59 -0.14 -1.58  0.231
C -0.97 -1.37 -0.74  -0.799
C -0.11 -1.72 0.53  -0.191
C 1.11 -0.81 0.90  0.695
N 1.92 -1.07 2.09  -0.426
C 1.21 -1.74 3.01  0.261
C 1.70 -3.26 3.33  -0.687
C -0.09 -1.17 3.76  -0.894
C 1.52 0.44 0.00  -1.083
I 3.22 1.73 0.51  0.059
C -1.45 0.31 -2.86  0.067
O -1.91 -0.52 -3.70  -0.563
H -0.54 7.07 -0.37  0.182
H -0.45 5.51 0.71  0.224
H 0.09 7.19 1.43  0.323
H 2.32 6.20 0.75  0.333
H 1.79 7.17 -0.77  0.344
H 2.57 4.61 -1.18  0.253
H 0.95 4.09 -0.46  0.130
H 0.44 6.41 -2.33  0.524
H 1.60 5.24 -3.19  0.243
H -1.96 6.13 -3.19  0.249
H -4.12 4.53 -3.76  0.317
H -3.91 1.89 -3.63  0.400
H -1.87 -2.00 -1.02  0.320
H -0.44 -2.64 1.11  0.359
H 0.77 -3.88 3.62  0.327
H 2.47 -3.20 4.17  0.358
H 2.13 -3.69 2.35  0.077
H -1.02 -1.71 3.36  0.228
H 0.03 -1.46 4.87  0.365
H -0.25 -0.05 3.62  0.310
C -6.51 1.59 0.90  -1.530
C -5.61 1.49 -0.33  0.498
C -5.37 0.04 -0.79  -0.706
O -4.43 -0.68 0.01  -0.188
C -4.97 -1.24 1.19  -0.748
N -4.35 2.19 -0.06  -0.672
H -6.00 1.33 1.82  0.278
H -6.87 2.62 1.02  0.386
H -7.39 0.95 0.80  0.352
H -6.12 2.01 -1.15  0.416
H -4.93 0.07 -1.79  0.210
H -6.30 -0.52 -0.88  0.429
H -6.01 -1.57 1.06  0.329
H -4.90 -0.52 2.01  0.258
H -4.37 -2.10 1.47  0.235
H -3.80 2.20 -0.91  0.134
H -3.81 1.60 0.58  0.351
C 6.81 -5.84 0.39  -1.429
C 5.89 -5.33 1.49  0.382
C 4.55 -6.09 1.58  -0.734
O 3.61 -5.72 0.57  -0.325
C 3.81 -6.37 -0.68  -0.719
N 5.69 -3.90 1.32  -0.713
H 6.50 -5.51 -0.60  0.275
H 7.83 -5.47 0.54  0.364
H 6.86 -6.94 0.39  0.345
H 6.42 -5.49 2.44  0.385
H 4.08 -5.82 2.53  0.325
H 4.70 -7.17 1.60  0.446
H 4.18 -7.39 -0.56  0.318
H 4.49 -5.79 -1.30  0.250
H 2.84 -6.41 -1.19  0.240
H 5.16 -3.56 2.12  0.245
H 5.05 -3.77 0.54  0.340

---

Record 4
The following is a DFT calculation (ωB97M-V with the def2-TZVPD basis set) of a structure of composition C36H31F2N5PSV.

Calculated values
net charge = +3
multiplicity = 2
<S²> = 0.86
E_HOMO (spin up / spin down) = -16.932 / -16.929 eV
energy above the lowest of the compared OMol25 structures with the same formula, charge and spin = 0.0 kJ/mol

Last column: Löwdin spin population.
Atoms and positions in Å:
V -0.86 -0.61 -0.34  1.305
S -2.20 -2.31 6.80  0.000
N -1.45 -1.03 6.19  0.000
C -1.47 -1.20 4.87  0.000
C -0.86 -0.29 3.90  -0.001
C -0.18 0.88 4.24  0.004
C 0.33 1.67 3.23  -0.001
C 0.15 1.28 1.91  0.004
N -0.49 0.16 1.57  -0.007
C -0.99 -0.62 2.57  0.003
C -1.68 -1.82 2.14  0.003
N -1.73 -2.04 0.78  -0.009
C -2.37 -3.14 0.33  0.000
C -2.97 -4.04 1.19  -0.001
C -2.93 -3.82 2.55  -0.001
C -2.27 -2.69 3.04  0.000
C -2.15 -2.35 4.46  0.000
N -2.65 -3.07 5.46  0.000
H -0.07 1.16 5.28  0.000
H 0.87 2.58 3.45  0.000
H 0.55 1.88 1.11  0.000
H -2.38 -3.29 -0.74  0.000
H -3.47 -4.91 0.78  0.000
H -3.39 -4.51 3.25  0.000
C -3.38 3.72 -2.01  0.000
C -2.53 3.68 -0.73  0.001
C -3.39 3.94 0.52  0.000
C -1.35 4.67 -0.81  0.001
C -1.95 2.32 -0.61  0.010
N -1.51 1.26 -0.55  -0.012
H -3.90 4.68 -2.03  0.000
H -4.13 2.94 -2.02  0.000
H -2.76 3.65 -2.90  0.000
H -3.76 4.97 0.46  0.000
H -2.80 3.85 1.44  0.000
H -4.24 3.27 0.57  0.000
H -1.77 5.66 -0.99  0.000
H -0.68 4.43 -1.63  0.000
H -0.79 4.71 0.13  0.000
C 3.04 -4.84 -1.75  0.000
C 3.75 -3.73 -2.19  -0.001
C 3.27 -2.45 -1.94  -0.003
C 2.05 -2.29 -1.27  -0.010
C 1.34 -3.41 -0.83  -0.001
C 1.84 -4.69 -1.07  0.000
P 1.49 -0.63 -0.93  -0.063
C 2.68 0.18 0.12  -0.007
C 3.45 1.26 -0.31  -0.006
C 4.43 1.77 0.53  0.000
C 4.64 1.21 1.78  -0.007
C 3.88 0.12 2.21  0.000
C 2.90 -0.40 1.38  -0.005
C 1.17 0.27 -2.44  -0.014
C 0.96 1.66 -2.43  -0.010
C 0.67 2.33 -3.61  0.001
C 0.57 1.62 -4.80  -0.017
C 0.75 0.24 -4.82  -0.001
C 1.05 -0.44 -3.65  -0.010
H 3.42 -5.83 -1.94  0.000
H 4.69 -3.85 -2.71  0.000
H 3.83 -1.59 -2.28  0.000
H 0.42 -3.31 -0.28  0.000
H 1.30 -5.56 -0.72  0.000
H 3.32 1.68 -1.30  0.000
H 5.05 2.60 0.20  0.000
H 5.42 1.60 2.43  0.000
H 4.06 -0.33 3.17  0.000
H 2.33 -1.26 1.70  0.000
H 1.05 2.22 -1.51  0.000
H 0.55 3.40 -3.61  0.000
H 0.36 2.14 -5.72  -0.001
H 0.69 -0.31 -5.75  0.000
H 1.21 -1.51 -3.67  0.000
F -3.15 -0.90 -1.71  -0.019
C -1.89 -0.63 -2.06  -0.107
F -1.16 -1.85 -2.05  -0.015
H -1.80 -0.10 -3.00  -0.006

---

Record 5
The following is a DFT calculation (ωB97M-V with the def2-TZVPD basis set) of the molecule C20H27N5O4.

Calculated values
net charge = 0
SMILES = Cc1c/c(=N\[C@H]2CC[C@@]3(CC2)CN(C(=O)c2conc2C)CCO3)[nH]c(CO)n1
E_HOMO = -8.047 eV
energy above the lowest of the compared OMol25 structures with the same formula, charge and spin = 131.4 kJ/mol

Last column: natural (NBO) charge in e.
Atoms and positions in Å:
C -4.46 3.40 -1.85  -0.641
C -4.58 2.03 -1.26  0.255
C -3.51 1.20 -1.17  -0.370
C -3.64 -0.12 -0.59  0.414
N -2.84 -1.09 -0.36  -0.521
C -1.44 -1.16 -0.71  -0.053
C -0.92 -0.43 -1.94  -0.419
C 0.53 -0.82 -2.21  -0.403
C 1.42 -0.47 -1.03  0.279
C 0.89 -1.13 0.24  -0.450
C -0.58 -0.79 0.50  -0.391
C 2.86 -0.88 -1.31  -0.246
N 3.77 -0.34 -0.31  -0.434
C 4.34 -1.18 0.60  0.676
O 4.08 -2.38 0.63  -0.621
C 5.33 -0.63 1.56  -0.285
C 6.35 0.24 1.38  0.178
O 7.09 0.34 2.48  -0.280
N 6.55 -0.50 3.45  -0.126
C 5.52 -1.08 2.90  0.191
C 4.71 -2.08 3.66  -0.646
C 3.68 1.11 -0.20  -0.245
C 2.24 1.52 0.04  -0.072
O 1.37 0.97 -0.93  -0.555
N -4.97 -0.35 -0.17  -0.550
C -5.98 0.53 -0.30  0.464
C -7.31 0.13 0.27  -0.107
O -7.30 0.43 1.66  -0.710
N -5.85 1.70 -0.84  -0.529
H -3.45 3.62 -2.17  0.212
H -5.14 3.49 -2.70  0.229
H -4.78 4.14 -1.11  0.230
H -2.55 1.55 -1.51  0.223
H -1.26 -2.23 -0.89  0.182
H -1.55 -0.65 -2.81  0.214
H -0.93 0.65 -1.79  0.205
H 0.60 -1.90 -2.39  0.207
H 0.91 -0.31 -3.10  0.215
H 0.99 -2.22 0.12  0.221
H 1.51 -0.88 1.11  0.211
H -0.69 0.28 0.69  0.199
H -0.94 -1.32 1.38  0.219
H 2.96 -1.96 -1.32  0.250
H 3.16 -0.48 -2.29  0.199
H 6.67 0.83 0.53  0.213
H 4.76 -3.05 3.17  0.250
H 5.09 -2.15 4.68  0.234
H 3.67 -1.78 3.68  0.227
H 4.30 1.47 0.62  0.223
H 4.04 1.56 -1.13  0.196
H 1.93 1.22 1.05  0.167
H 2.14 2.60 -0.04  0.199
H -5.12 -1.24 0.28  0.423
H -8.07 0.69 -0.27  0.201
H -7.48 -0.94 0.13  0.168
H -8.13 0.85 1.90  0.480

---

Record 6
The following is a DFT calculation (ωB97M-V with the def2-TZVPD basis set) of a structure of composition C3H6N2O at a distorted geometry.

Calculated values
net charge = 0
E_HOMO = -9.178 eV
energy above the lowest of the compared OMol25 structures with the same formula, charge and spin = 307.2 kJ/mol

Last column: natural (NBO) charge in e.
Atoms and positions in Å:
C 1.13 -1.27 -1.02  -0.108
C -0.09 0.53 0.75  0.629
C -0.21 0.95 -0.67  -0.359
N -0.01 -0.84 -1.25  -0.360
N -1.27 0.32 1.42  -0.839
O 0.99 0.20 1.22  -0.630
H 1.35 -2.32 -1.43  0.192
H 2.01 -0.63 -0.63  0.197
H -1.27 1.07 -1.09  0.244
H 0.73 1.23 -1.02  0.232
H -2.19 0.88 1.39  0.405
H -1.17 -0.10 2.33  0.395

---

Record 7
The following is a DFT calculation (ωB97M-V with the def2-TZVPD basis set) of the molecule C5H6N2 at a distorted geometry.

Calculated values
net charge = 0
SMILES = [H]/N=C(\N)C(=C)C#C
E_HOMO = -9.443 eV
energy above the lowest of the compared OMol25 structures with the same formula, charge and spin = 318.5 kJ/mol

Last column: natural (NBO) charge in e.
Atoms and positions in Å:
C -0.72 -0.42 -0.06  0.419
C 0.72 -0.05 -0.02  -0.158
N -1.55 0.13 -1.02  -0.855
C 1.72 -0.94 -0.03  -0.278
N -1.19 -1.33 0.75  -0.642
C 0.78 1.30 0.52  -0.040
C 0.98 2.43 0.88  -0.193
H -1.53 -0.44 -1.86  0.381
H -2.51 0.17 -0.71  0.375
H -2.08 -1.68 0.42  0.327
H 2.74 -0.62 0.16  0.212
H 1.52 -1.98 -0.25  0.215
H 1.13 3.43 1.21  0.237

---

Record 8
The following is a DFT calculation (ωB97M-V with the def2-TZVPD basis set) of the molecule C19H26O4 at a distorted geometry.

Calculated values
net charge = 0
SMILES = C=CCC1=C(C)[C@H](OC(=O)[C@@H]2[C@H]([C@@H]3OC3(C)C)C2(C)C)CC1=O
E_HOMO = -8.171 eV
energy above the lowest of the compared OMol25 structures with the same formula, charge and spin = 446.7 kJ/mol

Last column: natural (NBO) charge in e.
Atoms and positions in Å:
O 2.66 0.40 3.23  -0.543
O -2.26 -2.30 2.65  -0.605
O -2.14 -1.48 -1.67  -0.478
O -0.95 -1.21 1.10  -0.505
C 2.04 -0.39 2.57  0.550
C -2.12 -1.50 1.71  0.807
C 6.13 -1.47 0.90  -0.393
C 4.75 -1.65 0.97  -0.152
C 2.44 -0.84 1.26  -0.099
C 1.41 -1.63 0.79  0.114
C 1.46 -2.40 -0.49  -0.671
C 3.76 -0.56 0.61  -0.491
C -2.07 0.77 -2.44  -0.647
C -3.70 -0.82 -3.67  -0.641
C -4.59 1.21 1.94  -0.603
C -2.24 1.52 1.15  -0.620
C -2.87 -0.51 -2.39  0.219
C 0.62 -0.86 2.88  -0.525
C -3.45 0.60 1.19  0.019
C -3.35 -1.22 -1.07  0.094
C -3.84 -0.12 -0.12  -0.295
C 0.25 -1.72 1.70  0.049
C -3.44 -0.91 1.17  -0.321
H 6.50 -0.51 0.69  0.190
H 6.81 -2.27 1.14  0.202
H 4.31 -2.62 1.23  0.195
H 1.38 -3.47 -0.27  0.230
H 2.38 -2.30 -1.05  0.222
H 0.63 -2.09 -1.13  0.249
H 3.68 -0.58 -0.47  0.228
H 4.13 0.41 0.90  0.246
H -1.88 1.07 -3.45  0.214
H -1.08 0.67 -2.01  0.227
H -2.58 1.59 -1.95  0.217
H -4.70 -0.37 -3.63  0.214
H -3.18 -0.41 -4.56  0.205
H -3.77 -1.92 -3.80  0.223
H -5.41 0.53 2.08  0.217
H -4.18 1.56 2.92  0.225
H -5.03 2.07 1.37  0.211
H -2.56 2.51 0.78  0.219
H -1.41 1.20 0.53  0.236
H -1.90 1.72 2.18  0.207
H 0.55 -1.38 3.85  0.248
H -0.05 -0.02 2.95  0.242
H -4.18 -1.95 -1.19  0.191
H -4.90 -0.13 -0.33  0.220
H 0.17 -2.80 2.02  0.217
H -4.25 -1.46 1.66  0.239